Record 1
Here is 7 unconnected molecules or ions with the total composition C23H46O11S2 in a non-equilibrium geometry from the OMol25 dataset. Energies are from the ωB97M-V functional and the def2-TZVPD basis.

Structure (ORCA input):
```
! wB97M-V def2-TZVPD RIJCOSX def2/J DEFGRID3
* xyz 0 1
C -2.17 4.86 1.43
S -0.55 5.05 0.75
O -0.46 6.32 0.07
O 0.40 4.70 1.78
C -0.48 3.75 -0.51
C -0.41 4.27 -1.95
C -0.75 3.10 -2.89
S -0.05 1.50 -2.46
O 1.18 1.26 -3.18
O -1.10 0.53 -2.62
O 0.28 1.52 -0.91
C 0.68 2.78 -0.32
H -2.36 3.81 1.61
H -2.18 5.38 2.38
H -2.91 5.28 0.75
H -1.39 3.16 -0.40
H 0.60 4.62 -2.15
H -1.09 5.10 -2.14
H -1.81 2.90 -2.87
H -0.42 3.29 -3.91
H 0.92 2.59 0.72
H 1.57 3.13 -0.85
C -0.86 -1.50 0.19
C -1.50 -1.00 1.45
C -2.29 -2.02 2.25
O -1.40 0.14 1.83
H -0.32 -0.69 -0.28
H -0.19 -2.33 0.41
H -1.63 -1.86 -0.50
H -1.63 -2.85 2.53
H -3.09 -2.43 1.64
H -2.70 -1.56 3.14
C 4.04 1.40 -1.87
C 4.33 2.82 -2.29
C 5.73 3.13 -2.75
O 3.48 3.68 -2.25
H 3.00 1.35 -1.58
H 4.23 0.71 -2.69
H 4.68 1.12 -1.03
H 5.99 2.50 -3.61
H 6.45 2.89 -1.96
H 5.82 4.18 -3.02
C 1.86 -5.64 -0.88
C 1.20 -5.12 0.37
C 0.32 -6.09 1.12
O 1.36 -3.98 0.75
H 2.46 -4.85 -1.34
H 2.49 -6.50 -0.64
H 1.11 -5.98 -1.59
H 0.90 -6.96 1.43
H -0.49 -6.43 0.48
H -0.08 -5.60 2.00
C -0.47 -6.11 4.97
C 0.48 -7.28 5.05
C -0.05 -8.54 5.69
O 1.60 -7.21 4.60
H 0.02 -5.27 4.49
H -1.36 -6.40 4.39
H -0.81 -5.83 5.97
H -0.93 -8.89 5.16
H -0.35 -8.33 6.72
H 0.72 -9.31 5.69
C 1.09 1.05 -6.65
C 1.48 2.45 -7.05
C 2.90 2.65 -7.52
O 0.70 3.37 -6.98
H 0.05 1.05 -6.32
H 1.21 0.36 -7.49
H 1.73 0.71 -5.83
H 3.10 2.02 -8.39
H 3.60 2.34 -6.73
H 3.07 3.69 -7.77
C -3.93 1.61 4.01
C -4.67 2.92 4.09
C -5.86 2.96 5.02
O -4.34 3.89 3.46
H -3.08 1.67 3.33
H -3.57 1.33 5.00
H -4.61 0.82 3.68
H -5.55 2.72 6.04
H -6.60 2.21 4.72
H -6.32 3.95 5.00
*
```

Calculated values
HOMO level ... -9.4354 eV
SMILES ... CS(=O)(=O)[C@H]1CCS(=O)(=O)OC1.CC(C)=O.CC(C)=O.CC(C)=O.CC(C)=O.CC(C)=O.CC(C)=O
Relative energy (zero: lowest compared OMol25 entry of this formula, charge and spin) ... 0.000 eV
Kohn-Sham gap ... 9.93 eV
Electronic energy ... -2527.94748 hartree
Strongest force on any atom ... 1.24 eV Å⁻¹

***

Record 2
Here is 5 unconnected molecules or ions with the total composition C23H47ClIN3O13P in a non-equilibrium geometry from the OMol25 dataset. Energies are from the ωB97M-V functional and the def2-TZVPD basis.

Structure (ORCA input):
```
! wB97M-V def2-TZVPD RIJCOSX def2/J DEFGRID3
* xyz 1 1
C -1.92 -1.47 5.18
C -1.00 -0.92 4.10
C 0.34 -1.65 3.91
Cl 0.85 -2.55 5.38
C 0.36 -2.67 2.77
C 1.77 -3.14 2.44
N 1.62 -4.38 1.64
C 0.69 -4.31 0.69
N 0.33 -5.48 0.05
P -1.18 -6.31 0.33
O -2.22 -5.10 0.06
I -1.26 -6.45 2.79
N 0.06 -3.14 0.34
C -0.17 -2.14 1.44
H -2.89 -0.97 5.14
H -2.10 -2.54 5.04
H -1.52 -1.30 6.17
H -1.55 -0.84 3.17
H -0.76 0.11 4.38
H 1.12 -0.92 3.72
H -0.23 -3.53 3.10
H 2.42 -3.27 3.29
H 2.22 -2.40 1.78
H 1.42 -5.19 2.23
H 0.96 -5.93 -0.59
H -2.77 -4.93 0.83
H 0.59 -2.73 -0.43
H 0.41 -1.25 1.20
H -1.22 -1.88 1.45
C 3.25 5.64 6.11
C 1.76 5.39 6.00
O 1.47 4.09 5.44
C 1.60 3.08 6.28
O 1.89 3.13 7.45
O 1.32 1.95 5.61
C 1.46 0.75 6.38
H 3.74 5.49 5.15
H 3.43 6.66 6.45
H 3.70 4.95 6.83
H 1.31 6.10 5.30
H 1.26 5.50 6.96
H 0.89 0.81 7.31
H 2.51 0.57 6.61
H 1.08 -0.05 5.76
C 2.58 0.12 -5.16
C 3.34 -0.84 -4.28
O 2.45 -1.58 -3.41
C 1.80 -2.58 -3.98
O 1.89 -2.96 -5.11
O 0.99 -3.12 -3.05
C 0.15 -4.17 -3.53
H 1.95 0.78 -4.55
H 3.27 0.74 -5.73
H 1.94 -0.40 -5.86
H 4.01 -0.30 -3.61
H 3.95 -1.53 -4.86
H 0.72 -4.96 -4.02
H -0.61 -3.78 -4.21
H -0.34 -4.57 -2.64
C -2.53 -2.60 -1.92
C -2.68 -1.71 -3.13
O -4.04 -1.65 -3.57
C -4.83 -0.86 -2.85
O -4.49 -0.20 -1.90
O -6.05 -0.91 -3.36
C -7.03 -0.13 -2.66
H -2.94 -3.59 -2.10
H -1.48 -2.70 -1.65
H -3.06 -2.18 -1.06
H -2.13 -2.12 -3.98
H -2.31 -0.71 -2.94
H -6.70 0.89 -2.54
H -7.23 -0.58 -1.68
H -7.93 -0.16 -3.26
C 1.58 7.51 -4.99
C 2.30 6.50 -4.13
O 1.40 5.77 -3.29
C 0.72 4.80 -3.89
O 0.81 4.46 -5.04
O -0.10 4.25 -2.99
C -0.96 3.23 -3.52
H 0.97 8.17 -4.37
H 2.30 8.11 -5.55
H 0.92 7.02 -5.71
H 2.98 7.00 -3.44
H 2.89 5.80 -4.73
H -0.38 2.48 -4.06
H -1.69 3.68 -4.20
H -1.47 2.78 -2.68
*
```

Calculated values
HOMO level ... -12.3168 eV
Kohn-Sham gap ... 8.02 eV
Electronic energy ... -3146.07334 hartree
Strongest force on any atom ... 2.18 eV Å⁻¹

***

Record 3
Here is a molecular structure, C23H47HgN2 in a non-equilibrium geometry from the OMol25 dataset. Energies are from the ωB97M-V functional and the def2-TZVPD basis.

Structure (ORCA input):
```
! wB97M-V def2-TZVPD RIJCOSX def2/J DEFGRID3
* xyz 1 1
C -5.57 -3.37 -2.65
C -5.22 -3.31 -4.22
C -4.20 -4.52 -4.51
C -2.70 -4.16 -4.03
C -2.04 -5.44 -3.35
C -0.57 -5.66 -3.96
C 0.62 -5.48 -2.92
C 1.00 -3.92 -2.69
C 1.58 -3.82 -1.19
C 2.19 -2.36 -1.03
C 1.86 -1.65 0.36
C 3.17 -0.97 1.00
C 2.95 0.55 1.42
C 2.08 0.73 2.76
C 1.51 2.22 2.72
C 0.40 2.52 3.83
C 0.97 3.52 4.93
C -0.09 4.63 5.39
C 0.18 6.05 4.68
C -0.13 5.82 3.14
N 0.18 7.00 2.29
C -0.12 6.59 0.92
C 1.17 6.12 0.08
C 2.50 5.53 0.68
N 1.08 6.19 -1.22
H -6.31 -2.59 -2.34
H -4.58 -3.26 -2.12
H -5.95 -4.41 -2.42
H -6.18 -3.46 -4.81
H -4.73 -2.34 -4.51
H -4.15 -4.79 -5.61
H -4.57 -5.38 -3.86
H -2.15 -3.84 -4.98
H -2.70 -3.28 -3.33
H -2.06 -5.40 -2.22
H -2.66 -6.36 -3.63
H -0.53 -6.73 -4.37
H -0.35 -4.98 -4.84
H 0.34 -5.89 -1.86
H 1.55 -5.95 -3.36
H 1.81 -3.59 -3.41
H 0.10 -3.25 -2.84
H 2.44 -4.58 -1.16
H 0.82 -4.10 -0.41
H 1.75 -1.71 -1.87
H 3.30 -2.43 -1.26
H 1.08 -0.85 0.18
H 1.42 -2.41 1.06
H 3.95 -0.95 0.16
H 3.59 -1.63 1.81
H 3.97 1.01 1.65
H 2.47 1.16 0.60
H 2.79 0.69 3.66
H 1.28 -0.06 2.88
H 1.03 2.36 1.70
H 2.40 2.92 2.76
H -0.06 1.58 4.23
H -0.44 3.09 3.29
H 1.35 2.89 5.79
H 1.84 4.09 4.48
H -0.20 4.72 6.51
H -1.10 4.28 4.99
H -0.56 6.78 5.14
H 1.24 6.41 4.82
H -1.26 5.63 3.05
H 0.46 4.96 2.67
H -0.86 5.72 0.91
H -0.64 7.45 0.40
H 2.84 4.72 -0.04
H 2.39 5.02 1.68
H 3.35 6.27 0.74
H 0.15 6.57 -1.47
Hg -0.50 -6.90 -0.83
*
```

Calculated values
HOMO level ... -9.3596 eV
Kohn-Sham gap ... 1.03 eV
Electronic energy ... -1166.89030 hartree
Strongest force on any atom ... 4.66 eV Å⁻¹